No. 1
Computed, not measured: C3H6N2O2 as an isolated structure in a non-equilibrium geometry, with wB97M-V/def2-TZVPD.

```
13
C3H6N2O2 (wB97M-V/def2-TZVPD)
C -0.729 0.178 0.416
C 0.959 -1.064 -0.490
C 0.425 0.026 -1.566
H -0.044 0.091 2.255
H -1.741 1.788 1.003
H 2.101 -0.827 -0.277
H 0.908 -2.157 -0.860
H -0.113 -0.450 -2.336
H 1.144 0.755 -1.878
N -1.660 0.751 1.354
N -0.003 -0.834 0.686
O -0.535 1.040 2.630
O -0.712 0.704 -0.938
```

Computed properties:
* maximum force: 6.1 eV Å⁻¹
* energy: -377.7492 hartree



No. 2
Computed, not measured: an isolated molecule of C3H6N2O2 in a non-equilibrium geometry, with wB97M-V/def2-TZVPD.

```
13
C3H6N2O2 (wB97M-V/def2-TZVPD)
C -0.557 1.290 0.316
C -0.537 -1.050 -0.241
C 0.671 -1.235 0.454
H -0.144 1.130 1.463
H 0.085 1.592 -0.387
H -1.633 1.883 0.383
H -2.042 0.411 -0.950
H 0.369 -1.754 1.466
H 2.601 0.436 -0.931
N -1.064 0.246 -0.484
N 1.842 -1.035 0.082
O -1.268 -2.032 -0.404
O 1.678 0.119 -0.767
```

Computed properties:
* SMILES string: CNC(=O)/C=N\O
* maximum force: 7.4 eV Å⁻¹
* energy: -377.7333 hartree



No. 3
Computed, not measured: C3H6N2O2 as an isolated structure in a non-equilibrium geometry, with wB97M-V/def2-TZVPD.

```
13
C3H6N2O2 (wB97M-V/def2-TZVPD)
C -1.308 -0.060 -0.707
C 0.969 -0.577 -0.229
C -0.032 0.579 -0.309
N 1.434 -0.869 1.049
O -2.415 0.637 -0.391
N -0.101 1.688 0.301
O 1.682 -0.800 -1.222
H -2.103 1.510 -0.069
H 0.777 -0.947 1.810
H 2.256 -1.454 1.071
H 0.775 1.971 0.734
H -1.313 -0.444 -1.732
H -0.621 -1.234 -0.306
```

Computed properties:
* maximum force: 5.1 eV Å⁻¹
* energy: -377.8066 hartree



No. 4
Computed, not measured: an isolated molecule of C3H6N2O2S in a non-equilibrium geometry, with wB97M-V/def2-TZVPD.

```
14
C3H6N2O2S (wB97M-V/def2-TZVPD)
C 0.122 2.585 1.686
C -0.821 0.104 -0.588
C -0.042 -1.163 -0.457
H -0.814 2.763 2.193
H 0.961 2.530 2.421
H 0.276 3.406 0.994
H -2.586 0.603 -1.483
H -2.052 -0.970 -1.686
H 1.695 0.235 -0.020
N -0.695 1.168 0.080
N -1.801 -0.021 -1.502
O 0.201 1.242 1.122
O -0.560 -2.275 -0.558
S 1.707 -1.093 -0.052
```

Computed properties:
* SMILES string: CO/N=C(/N)C(=O)S
* maximum force: 3.0 eV Å⁻¹
* energy: -776.0157 hartree



No. 5
Computed, not measured: an isolated molecule of C3H6N2O2S in a non-equilibrium geometry, with wB97M-V/def2-TZVPD.

```
14
C3H6N2O2S (wB97M-V/def2-TZVPD)
C -0.807 -0.878 0.537
C -0.275 -0.001 -1.616
C 1.116 0.573 -1.442
H -0.923 -0.498 2.900
H -0.920 1.127 2.825
H -0.899 -1.807 1.119
H -0.399 -0.359 -2.621
H -0.974 0.830 -1.408
H 3.303 0.346 -0.624
N -1.296 0.281 2.410
N -0.900 0.282 1.076
O -0.554 -1.128 -0.744
O 1.260 1.730 -1.748
S 2.268 -0.497 -0.663
```

Computed properties:
* SMILES string: N/N=C/OCC(=O)S
* maximum force: 2.2 eV Å⁻¹
* energy: -776.0374 hartree



No. 6
Computed, not measured: an isolated molecule of C3H6N2O2S in a non-equilibrium geometry, with wB97M-V/def2-TZVPD.

```
14
C3H6N2O2S (wB97M-V/def2-TZVPD)
C -2.780 -1.606 0.024
C -1.294 1.440 0.274
C 1.911 0.461 0.077
H -2.548 -2.478 -0.612
H -3.743 -1.149 -0.278
H -2.843 -1.878 1.108
H -1.574 2.378 0.735
H 0.267 -0.449 -0.758
H 2.213 1.474 0.345
N -2.148 0.523 0.407
N 0.612 0.336 -0.218
O -1.782 -0.625 -0.264
O -0.171 1.460 -0.478
S 2.974 -0.772 0.114
```

Computed properties:
* SMILES string: CO/N=C\ONC=S
* maximum force: 1.4 eV Å⁻¹
* energy: -775.9384 hartree



No. 7
Computed, not measured: a 2-piece molecular cluster, C3H6N2O2S overall in a non-equilibrium geometry, with wB97M-V/def2-TZVPD.

```
14
C3H6N2O2S (wB97M-V/def2-TZVPD)
C 2.635 1.440 -0.175
C -2.209 -0.777 -0.016
C -0.917 0.031 -0.289
N 1.919 1.377 0.922
N 2.974 1.299 -1.293
O 1.444 -0.814 0.990
O -0.115 -0.919 -0.966
S 1.256 -1.418 -0.281
H -3.013 -0.116 0.325
H -2.465 -0.991 -1.026
H -2.206 -1.666 0.597
H -0.423 0.552 0.490
H -1.276 0.924 -1.049
H 2.396 1.079 1.771
```

Computed properties:
* maximum force: 3.8 eV Å⁻¹
* energy: -775.9406 hartree



No. 8
Computed, not measured: an isolated molecule of C3H6N2O2S in a non-equilibrium geometry, with wB97M-V/def2-TZVPD.

```
14
C3H6N2O2S (wB97M-V/def2-TZVPD)
C -1.301 -2.231 0.146
C -0.452 0.025 -0.740
C 0.489 0.355 0.435
H -2.519 -2.398 0.215
H -0.828 -3.267 -0.390
H -1.015 -1.901 1.257
H -1.793 -1.226 -1.479
H 1.074 2.039 1.435
H -0.550 2.089 -1.020
N -1.068 -1.195 -0.766
N 0.347 1.672 0.762
O -0.341 0.666 -1.764
O -0.197 2.646 -0.121
S 1.411 -0.879 1.002
```

Computed properties:
* SMILES string: CNC(=O)C(=S)NO
* maximum force: 4.0 eV Å⁻¹
* energy: -775.9717 hartree



No. 9
Computed, not measured: an isolated molecule of C3H6N2O3 in a non-equilibrium geometry, with wB97M-V/def2-TZVPD.

```
14
C3H6N2O3 (wB97M-V/def2-TZVPD)
C -0.206 -0.115 0.806
N 1.688 -1.656 0.526
C 0.959 -0.660 -0.015
C -2.406 2.020 -0.861
O -0.761 0.844 -0.045
O 2.838 -2.031 -0.180
N -2.203 1.217 0.078
O 1.205 -0.281 -1.145
H 2.770 -1.482 -0.992
H 1.699 -1.968 1.482
H -0.896 -0.923 1.083
H 0.153 0.353 1.733
H -1.501 2.138 -1.504
H -3.341 2.543 -0.967
```

Computed properties:
* SMILES string: C=NOCC(=O)NO
* maximum force: 2.3 eV Å⁻¹
* energy: -453.0038 hartree



No. 10
Computed, not measured: an isolated molecule of C3H6N2O3 in a non-equilibrium geometry, with wB97M-V/def2-TZVPD.

```
14
C3H6N2O3 (wB97M-V/def2-TZVPD)
C -1.647 -1.629 -0.360
C 0.243 -0.424 0.813
C 1.508 -0.116 -0.002
H -1.823 -2.225 0.514
H -2.585 -1.392 -0.850
H -0.974 -2.143 -1.062
H 0.136 0.226 1.640
H 0.321 -1.454 1.169
H 0.677 1.536 -0.227
N -1.039 -0.379 0.072
N -1.698 0.718 -0.179
O 1.543 1.131 -0.452
O 2.408 -0.896 -0.106
O -1.104 1.777 0.164
```

Computed properties:
* SMILES string: CN(CC(=O)O)N=O
* maximum force: 1.9 eV Å⁻¹
* energy: -453.0848 hartree



No. 11
Computed, not measured: an isolated molecule of C3H6N2O3 in a non-equilibrium geometry, with wB97M-V/def2-TZVPD.

```
14
C3H6N2O3 (wB97M-V/def2-TZVPD)
C -0.176 -0.575 -1.180
N 0.956 -1.152 -0.721
C 0.464 1.307 0.406
N -1.380 -0.954 -0.746
C 1.032 -0.320 0.904
O -0.759 1.598 0.903
O 1.211 2.151 -0.022
O 0.353 -0.889 1.760
H -0.870 2.563 0.820
H 0.782 -2.115 -0.432
H -0.145 0.193 -1.953
H -1.398 -1.386 0.177
H -2.165 -0.341 -0.929
H 2.095 -0.080 1.014
```

Computed properties:
* maximum force: 3.2 eV Å⁻¹
* energy: -453.0739 hartree



No. 12
Computed, not measured: C3H6N2O3 as an isolated structure in a non-equilibrium geometry, with wB97M-V/def2-TZVPD.

```
14
C3H6N2O3 (wB97M-V/def2-TZVPD)
C 0.141 0.544 0.421
C -0.224 -2.107 -0.630
C -0.648 -1.578 0.806
H 1.672 3.161 -0.207
H -0.292 1.141 -1.221
H 0.319 -2.903 -0.783
H -1.185 -2.280 -1.102
H -1.797 -1.281 0.675
H -0.514 -2.402 1.548
N 0.577 1.735 0.855
N -0.649 0.211 -0.755
O 0.518 2.572 -0.335
O 0.142 -0.880 -1.402
O 0.177 -0.468 1.337
```

Computed properties:
* maximum force: 8.9 eV Å⁻¹
* energy: -452.8873 hartree